[1]
Here is one molecule with the formula C2H2Cl2OS in a non-equilibrium geometry from OMol25. Energies are from the ωB97M-V functional and the def2-TZVPD basis.

Values from the calculation:
LUMO energy (eV): 0.40
Structure (SMILES): O/C(Cl)=C(/S)Cl

```
! RIJCOSX wB97M-V def2-TZVPD def2/J DEFGRID3
* xyz 0 1
O 0.609 -1.657 -0.504
C 0.463 -0.381 -0.323
Cl 1.836 0.606 -0.325
C -0.767 0.056 -0.208
S -0.954 2.066 -0.009
Cl -2.075 -0.918 -0.039
H 1.267 -2.017 0.219
H -0.379 2.246 1.189
*
```

=====

[2]
Here is a 2-piece molecular cluster, C2H2Cl3IO2 overall in a non-equilibrium geometry from OMol25. Energies are from the ωB97M-V functional and the def2-TZVPD basis.

Values from the calculation:
LUMO energy (spin up / spin down) (eV): -0.47 / -0.62

```
! RIJCOSX wB97M-V def2-TZVPD def2/J DEFGRID3
* xyz 0 1
C 0.367 1.044 0.152
C -0.202 -1.495 -0.012
O 0.111 1.318 1.415
O -0.539 1.450 -0.733
Cl -0.056 -2.403 1.459
Cl -1.819 -1.511 -0.685
Cl 0.994 -1.974 -1.207
I 2.396 1.055 -0.337
H -0.842 1.453 1.558
H -0.409 1.063 -1.609
*
```

=====

[3]
Here is a 2-piece molecular cluster, C2H2ClF2I overall from OMol25. Energies are from the ωB97M-V functional and the def2-TZVPD basis.

Values from the calculation:
LUMO energy (spin up / spin down) (eV): 0.09 / -1.20

```
! RIJCOSX wB97M-V def2-TZVPD def2/J DEFGRID3
* xyz 0 3
C 1.216 0.114 -1.102
C -0.905 -0.131 1.068
F 0.564 0.965 -1.870
F -0.608 0.922 1.836
Cl -0.666 -1.616 1.892
I -2.719 0.118 0.012
H 1.945 0.545 -0.438
H 1.173 -0.917 -1.398
*
```

=====

[4]
Here is C2H2ClF4NO4S2 as an isolated structure in a non-equilibrium geometry from OMol25. Energies are from the ωB97M-V functional and the def2-TZVPD basis.

Values from the calculation:
LUMO energy (eV): -0.11

```
! RIJCOSX wB97M-V def2-TZVPD def2/J DEFGRID3
* xyz 0 1
C 0.070 -0.670 -0.185
C -1.395 -0.300 -0.559
N -1.550 1.109 -0.510
O -0.761 3.007 1.139
O -3.170 2.179 1.177
O -2.300 3.229 -1.056
O -3.191 1.418 -2.555
F -1.726 -0.662 -1.895
F -2.254 -1.114 0.173
F -1.348 0.670 1.897
F -0.907 2.074 -2.563
S -1.781 1.976 0.942
S -2.273 1.955 -1.657
Cl 0.601 -2.211 -0.615
H 0.713 0.167 -0.638
H 0.080 -0.403 0.887
*
```

=====

[5]
Here is one molecule with the formula C2H2ClIO in a non-equilibrium geometry from OMol25. Energies are from the ωB97M-V functional and the def2-TZVPD basis.

Values from the calculation:
LUMO energy (eV): -0.59
Structure (SMILES): O=C[C@@H](Cl)I

```
! RIJCOSX wB97M-V def2-TZVPD def2/J DEFGRID3
* xyz 0 1
O 0.674 1.284 -0.459
C 0.152 0.549 0.286
C -1.340 0.914 0.872
Cl -1.811 2.548 0.703
I -2.513 -0.464 -0.504
H 0.388 -0.493 0.549
H -1.538 0.424 1.874
*
```

=====

[6]
Here is an isolated ion of composition C2H2ClN2 and charge +1 in a non-equilibrium geometry from OMol25. Energies are from the ωB97M-V functional and the def2-TZVPD basis.

Values from the calculation:
LUMO energy (spin up / spin down) (eV): -5.35 / -9.53

```
! RIJCOSX wB97M-V def2-TZVPD def2/J DEFGRID3
* xyz 1 3
C 0.033 0.490 0.212
C 0.614 -0.621 0.588
N -1.840 0.298 -1.988
N -1.041 0.405 -1.258
Cl 1.711 -0.505 1.881
H 0.091 1.546 0.374
H 0.433 -1.612 0.191
*
```

=====

[7]
Here is one molecule with the formula C2H2ClN3 in a non-equilibrium geometry from OMol25. Energies are from the ωB97M-V functional and the def2-TZVPD basis.

Values from the calculation:
LUMO energy (eV): 0.71
Structure (SMILES): Clc1c[nH]nn1

```
! RIJCOSX wB97M-V def2-TZVPD def2/J DEFGRID3
* xyz 0 1
Cl 2.430 0.178 -0.865
C 0.782 0.233 -0.559
C 0.273 -0.236 0.648
N -1.087 -0.257 0.342
N -1.316 0.275 -0.775
N -0.113 0.637 -1.418
H 0.811 -0.570 1.559
H -1.779 -0.260 1.069
*
```

=====

[8]
Here is one molecule with the formula C2H2ClN3S in a non-equilibrium geometry from OMol25. Energies are from the ωB97M-V functional and the def2-TZVPD basis.

Values from the calculation:
LUMO energy (eV): -0.19
Structure (SMILES): S=c1nc(Cl)[nH][nH]1

```
! RIJCOSX wB97M-V def2-TZVPD def2/J DEFGRID3
* xyz 0 1
S 0.891 -1.548 2.170
C 0.286 -0.628 0.970
N -0.972 -0.049 0.956
C -1.156 0.646 -0.063
Cl -2.379 1.562 -0.640
N 0.328 0.621 -0.984
N 0.954 -0.302 -0.171
H 0.134 0.268 -1.923
H 1.914 -0.571 -0.315
*
```

=====

| no. | electronic energy (a.u.) |
| --- | --- |
| 1 | -1471.1539 |
| 2 | -1906.0554 |
| 3 | -1034.8631 |
| 4 | -2089.0707 |
| 5 | -910.4970 |
| 6 | -646.6187 |
| 7 | -701.8125 |
| 8 | -1099.9881 |